1.
Formula: C31H72LiN7O9
Source: the Open Molecules 2025 dataset
Level of theory: ωB97M-V/def2-TZVPD

Element x y z (Å)
Li1 -2.778 -4.372 0.265
C1 -0.622 -1.233 -0.307
C2 -1.865 -2.046 -0.157
O1 -2.565 -2.612 -1.074
O2 -2.280 -2.408 0.978
H1 -0.932 -0.225 -0.031
H2 -0.241 -1.201 -1.328
H3 0.202 -1.374 0.392
C3 -5.594 -4.324 -0.265
O3 -4.652 -4.684 0.384
N1 -5.538 -3.212 -0.975
N2 -6.770 -4.946 -0.390
H4 -4.633 -2.766 -1.018
H5 -6.302 -3.023 -1.608
H6 -7.634 -4.520 -0.693
H7 -6.826 -5.925 -0.148
C4 -1.636 -2.349 4.361
O4 -1.272 -2.262 5.480
N3 -1.754 -1.428 3.512
N4 -2.206 -3.443 3.889
H8 -1.349 -0.548 3.798
H9 -1.956 -1.516 2.527
H10 -2.431 -3.456 2.904
H11 -2.356 -4.291 4.417
C5 3.519 6.349 -1.262
C6 2.800 4.983 -1.163
C7 3.714 4.050 -0.376
C8 2.986 2.882 0.328
C9 1.692 3.219 1.131
C10 0.642 3.955 0.113
N5 1.414 5.058 -0.560
O5 0.588 6.003 -1.160
C11 -0.138 2.915 -0.766
C12 -0.377 4.532 1.070
C13 2.658 4.420 -2.568
H12 4.471 6.208 -1.775
H13 3.744 6.716 -0.260
H14 2.944 7.189 -1.651
H15 4.629 3.834 -0.927
H16 4.118 4.718 0.384
H17 3.569 2.208 0.955
H18 2.710 2.226 -0.496
H19 1.921 3.962 1.895
H20 1.416 2.283 1.616
H21 -0.734 2.241 -0.151
H22 -0.632 3.301 -1.658
H23 0.633 2.275 -1.192
H24 0.129 5.208 1.758
H25 -1.170 5.088 0.570
H26 -0.728 3.821 1.818
H27 2.437 3.371 -2.369
H28 3.502 4.618 -3.228
H29 1.828 4.861 -3.120
H30 0.745 6.820 -0.682
C14 7.786 -3.503 1.726
C15 6.941 -3.705 0.423
C16 6.525 -5.285 0.391
C17 5.145 -5.612 0.982
C18 4.092 -4.582 0.695
C19 4.442 -3.166 0.759
N6 5.768 -2.886 0.286
O6 6.151 -1.572 0.298
C20 3.401 -2.383 -0.160
C21 4.332 -2.609 2.160
C22 7.768 -3.561 -0.925
H31 8.416 -4.378 1.888
H32 7.123 -3.545 2.590
H33 8.345 -2.569 1.787
H34 6.320 -5.431 -0.670
H35 7.234 -6.079 0.625
H36 5.278 -5.824 2.043
H37 4.912 -6.616 0.627
H38 3.191 -4.712 1.294
H39 3.592 -4.865 -0.232
H40 2.419 -2.366 0.312
H41 3.688 -1.402 -0.539
H42 3.185 -2.968 -1.054
H43 4.895 -1.712 2.420
H44 3.290 -2.329 2.319
H45 4.717 -3.289 2.919
H46 8.728 -4.075 -0.877
H47 7.989 -2.528 -1.192
H48 7.188 -3.807 -1.815
H49 6.001 -1.281 -0.604
C23 -5.910 1.662 -1.906
C24 -4.374 1.612 -1.512
C25 -3.721 2.980 -1.584
C26 -4.103 4.075 -0.570
C27 -3.988 3.556 0.851
C28 -4.525 2.045 1.042
N7 -4.196 1.163 -0.120
O7 -4.679 -0.144 -0.076
C29 -3.763 1.452 2.228
C30 -6.061 2.125 1.460
C31 -3.648 0.608 -2.469
H50 -5.995 1.519 -2.983
H51 -6.313 2.668 -1.787
H52 -6.499 0.917 -1.371
H53 -2.641 2.839 -1.614
H54 -3.908 3.537 -2.502
H55 -5.029 4.557 -0.882
H56 -3.479 4.959 -0.709
H57 -4.622 4.314 1.312
H58 -2.961 3.514 1.215
H59 -2.695 1.665 2.226
H60 -4.084 1.557 3.264
H61 -3.683 0.365 2.261
H62 -6.382 2.723 2.313
H63 -6.613 2.411 0.565
H64 -6.425 1.131 1.722
H65 -3.864 0.853 -3.510
H66 -3.794 -0.453 -2.269
H67 -2.567 0.686 -2.361
H68 -3.859 -0.619 -0.235
O8 -3.578 -2.720 -3.605
H69 -3.151 -3.128 -2.852
H70 -4.044 -3.438 -4.035
O9 -1.273 -1.022 -3.915
H71 -1.520 -0.873 -3.003
H72 -1.955 -1.601 -4.257

Summary:
multiplicity: 1
Kohn-Sham gap: 7.34 eV
E_tot: -2292.217932 Eh

---

2.
Formula: C31H73AsIrN10OS
Source: the Open Molecules 2025 dataset
Level of theory: ωB97M-V/def2-TZVPD

Element x y z (Å)
Ir1 0.006 -0.019 -0.185
C1 0.269 1.963 -5.540
N1 0.649 2.055 -4.127
C2 1.937 2.699 -3.929
C3 -0.132 1.490 -3.164
N2 0.384 0.713 -2.188
C4 1.704 0.157 -2.546
C5 1.663 -1.331 -2.330
N3 1.045 -1.684 -1.015
C6 2.094 -1.990 -0.026
C7 2.922 -0.741 0.154
N4 2.080 0.467 0.370
C8 2.715 1.415 1.072
N5 2.556 2.727 0.805
C9 2.297 3.165 -0.555
C10 2.883 3.783 1.759
N6 3.608 1.119 2.058
C11 3.449 -0.001 2.967
C12 4.909 1.783 2.154
C13 0.105 -2.804 -1.267
C14 -1.179 -2.176 -1.772
N7 -1.689 -1.351 -0.653
C15 -2.742 -1.985 -0.073
N8 -3.790 -2.380 -0.831
C16 -4.271 -1.646 -1.988
C17 -4.369 -3.722 -0.711
N9 -2.798 -2.355 1.226
C18 -1.680 -3.027 1.867
C19 -4.069 -2.581 1.916
N10 -1.451 1.718 -3.323
C20 -1.957 2.896 -4.028
C21 -2.428 0.683 -3.066
H1 0.032 2.941 -5.961
H2 -0.578 1.296 -5.670
H3 1.114 1.550 -6.094
H4 2.732 2.167 -4.457
H5 2.184 2.750 -2.880
H6 1.890 3.714 -4.326
H7 2.494 0.640 -1.975
H8 1.914 0.309 -3.600
H9 2.653 -1.785 -2.397
H10 1.055 -1.771 -3.117
H11 2.716 -2.823 -0.366
H12 1.599 -2.268 0.903
H13 3.539 -0.587 -0.737
H14 3.628 -0.924 0.956
H15 1.500 2.575 -0.999
H16 3.208 3.086 -1.156
H17 2.001 4.212 -0.543
H18 2.910 3.384 2.769
H19 2.114 4.552 1.707
H20 3.842 4.253 1.537
H21 2.502 -0.496 2.774
H22 3.476 0.366 3.997
H23 4.266 -0.720 2.862
H24 5.061 2.453 1.313
H25 5.690 1.022 2.124
H26 5.010 2.342 3.085
H27 -0.079 -3.336 -0.335
H28 0.554 -3.505 -1.975
H29 -1.881 -2.957 -2.062
H30 -0.988 -1.563 -2.653
H31 -4.103 -0.587 -1.848
H32 -5.345 -1.812 -2.072
H33 -3.803 -1.983 -2.917
H34 -3.759 -4.348 -0.066
H35 -4.383 -4.172 -1.705
H36 -5.391 -3.693 -0.334
H37 -0.737 -2.649 1.491
H38 -1.742 -4.109 1.709
H39 -1.740 -2.851 2.938
H40 -3.971 -2.224 2.941
H41 -4.332 -3.639 1.955
H42 -4.867 -2.029 1.429
H43 -2.265 2.666 -5.049
H44 -1.203 3.678 -4.048
H45 -2.830 3.268 -3.492
H46 -2.414 -0.074 -3.856
H47 -3.415 1.138 -3.062
H48 -2.246 0.216 -2.105
C22 -3.912 2.540 -0.731
C23 -2.458 2.973 -0.567
As1 -1.369 1.941 0.685
C24 -2.702 1.776 2.121
C25 -3.702 0.640 2.058
C26 -0.335 3.426 1.422
C27 -1.098 4.421 2.290
H49 -4.378 3.102 -1.542
H50 -4.496 2.743 0.165
H51 -4.012 1.480 -0.959
H52 -2.424 3.992 -0.177
H53 -1.923 2.981 -1.508
H54 -3.205 2.743 2.067
H55 -2.189 1.768 3.080
H56 -4.203 0.572 1.092
H57 -4.471 0.783 2.818
H58 -3.206 -0.304 2.250
H59 0.088 3.932 0.554
H60 0.497 2.992 1.968
H61 -1.944 4.872 1.771
H62 -0.433 5.236 2.577
H63 -1.471 3.974 3.211
C28 0.851 -2.975 3.907
C29 0.519 -1.595 4.450
S1 -0.438 -0.505 3.342
O1 0.247 -0.573 1.966
C30 0.109 1.049 4.089
C31 -0.541 1.267 5.449
H64 1.623 -3.413 4.538
H65 1.249 -2.920 2.894
H66 0.000 -3.650 3.921
H67 1.423 -1.054 4.723
H68 -0.115 -1.659 5.337
H69 -0.182 1.821 3.381
H70 1.197 1.023 4.138
H71 -0.252 2.245 5.831
H72 -1.630 1.242 5.384
H73 -0.223 0.527 6.182

Summary:
multiplicity: 1
charge: +3
Kohn-Sham gap: 8.37 eV
energy above the lowest of the compared OMol25 structures with the same formula, charge and spin: 0.000 eV
E_tot: -4585.182380 Eh

---

3.
Formula: C31H73InNO11P2
Source: the Open Molecules 2025 dataset
Level of theory: ωB97M-V/def2-TZVPD

Element x y z (Å)
C1 -1.039 0.383 3.659
C2 -1.060 -0.478 2.361
C3 -0.999 -2.001 2.689
C4 -0.968 -2.815 1.368
C5 0.147 -3.895 1.307
C6 1.522 -3.178 1.004
C7 2.357 -3.107 2.325
In1 3.604 -1.224 2.516
O1 5.551 -1.761 1.939
C8 3.602 -0.717 4.730
C9 3.941 0.788 5.027
C10 5.243 0.930 5.894
C11 4.854 1.540 7.276
C12 6.048 2.344 7.844
C13 6.372 3.652 7.061
C14 5.129 4.338 6.449
C15 5.520 5.692 5.786
O2 4.816 5.963 4.582
C16 3.406 5.819 4.729
C17 2.863 0.465 1.229
C18 3.912 1.531 0.834
O3 5.269 1.135 1.042
C19 3.699 2.899 1.505
N1 2.477 3.601 1.024
H1 -2.069 0.706 3.879
H2 -0.726 -0.242 4.509
H3 -0.397 1.269 3.581
H4 -0.201 -0.247 1.714
H5 -1.999 -0.284 1.819
H6 -1.914 -2.194 3.279
H7 -0.148 -2.181 3.358
H8 -1.933 -3.337 1.258
H9 -0.794 -2.115 0.540
H10 -0.097 -4.591 0.483
H11 0.224 -4.499 2.221
H12 2.049 -3.824 0.283
H13 1.351 -2.197 0.539
H14 1.738 -3.272 3.221
H15 3.079 -3.944 2.316
H16 5.620 -2.702 2.154
H17 4.272 -1.400 5.272
H18 2.569 -0.925 5.065
H19 3.076 1.208 5.565
H20 4.069 1.315 4.071
H21 6.016 1.513 5.370
H22 5.668 -0.060 6.103
H23 3.952 2.163 7.249
H24 4.650 0.695 7.954
H25 5.924 2.581 8.913
H26 6.935 1.690 7.774
H27 6.824 4.357 7.776
H28 7.043 3.396 6.230
H29 4.398 4.567 7.243
H30 4.661 3.661 5.721
H31 5.443 6.540 6.491
H32 6.584 5.601 5.511
H33 3.107 4.829 4.352
H34 2.917 6.593 4.120
H35 3.085 5.982 5.770
H36 2.513 0.003 0.288
H37 1.966 0.889 1.713
H38 3.814 1.708 -0.251
H39 5.475 1.341 1.966
H40 3.663 2.856 2.610
H41 4.548 3.533 1.202
H42 1.672 3.239 1.533
H43 2.565 4.553 1.378
O4 -4.274 -3.420 -0.716
P1 -5.005 -4.077 -1.848
O5 -6.051 -2.890 -2.302
C20 -5.520 -1.760 -2.997
C21 -5.116 -2.099 -4.421
O6 -6.000 -5.039 -0.958
C22 -5.733 -5.345 0.409
C23 -6.511 -4.420 1.324
O7 -5.282 -4.998 -3.195
C24 -6.394 -5.877 -3.365
C25 -7.743 -5.192 -3.380
H44 -4.670 -1.352 -2.442
H45 -6.303 -1.001 -3.008
H46 -4.271 -2.792 -4.435
H47 -4.824 -1.199 -4.964
H48 -5.940 -2.581 -4.949
H49 -4.665 -5.311 0.622
H50 -6.055 -6.376 0.575
H51 -6.325 -3.373 1.088
H52 -6.249 -4.597 2.368
H53 -7.584 -4.586 1.202
H54 -6.361 -6.681 -2.630
H55 -6.239 -6.352 -4.337
H56 -7.994 -4.763 -2.412
H57 -8.521 -5.915 -3.635
H58 -7.761 -4.383 -4.111
O8 -2.365 -0.163 -6.524
P2 -2.456 1.152 -7.270
O9 -1.169 0.940 -8.288
C26 -1.331 0.083 -9.415
C27 -2.210 0.706 -10.486
O10 -1.736 2.039 -6.083
C28 -1.699 1.615 -4.718
C29 -0.383 0.931 -4.406
O11 -2.905 2.564 -8.021
C30 -2.314 3.846 -7.780
C31 -0.852 3.948 -8.155
H59 -1.739 -0.880 -9.093
H60 -0.334 -0.099 -9.818
H61 -3.240 0.816 -10.135
H62 -2.222 0.085 -11.383
H63 -1.852 1.702 -10.749
H64 -2.548 0.975 -4.479
H65 -1.797 2.512 -4.102
H66 -0.180 0.115 -5.100
H67 -0.383 0.536 -3.390
H68 0.441 1.640 -4.503
H69 -2.485 4.156 -6.750
H70 -2.879 4.544 -8.403
H71 -0.222 3.332 -7.517
H72 -0.517 4.982 -8.055
H73 -0.691 3.624 -9.184

Summary:
multiplicity: 1
charge: -1
Kohn-Sham gap: 4.14 eV
energy above the lowest of the compared OMol25 structures with the same formula, charge and spin: 1.953 eV
E_tot: -2980.133260 Eh

---

4.
Formula: C31H75BFN7O12P2
Source: the Open Molecules 2025 dataset
Level of theory: ωB97M-V/def2-TZVPD

Element x y z (Å)
C1 3.031 2.543 0.428
C2 3.505 3.319 -0.799
C3 2.477 4.298 -1.384
C4 1.045 3.803 -1.757
C5 1.167 2.685 -2.791
O1 0.946 2.827 -3.951
N1 1.692 1.404 -2.313
C6 0.907 0.493 -1.669
O2 -0.226 0.212 -1.843
F1 1.665 -0.165 -0.751
C7 0.439 5.076 -2.447
O3 0.993 5.762 -3.249
N2 -0.843 5.342 -1.915
C8 -1.305 4.125 -1.220
P1 -2.392 4.689 0.173
C9 -3.085 3.096 0.743
O4 -3.621 5.472 -0.585
P2 -2.111 2.950 -2.559
O5 -1.958 3.896 -3.868
O6 -3.706 3.141 -2.189
C10 0.008 3.509 -0.631
B1 0.317 4.095 0.849
C11 0.063 3.217 2.128
O7 0.866 5.342 1.068
H1 2.785 3.253 1.223
H2 3.815 1.894 0.822
H3 2.130 1.951 0.251
H4 4.362 3.921 -0.480
H5 3.899 2.661 -1.583
H6 2.398 5.144 -0.704
H7 2.873 4.690 -2.324
H8 2.608 1.483 -1.890
H9 -0.888 6.212 -1.392
H10 -2.347 2.304 0.568
H11 -3.985 2.829 0.192
H12 -3.285 3.149 1.814
H13 -4.025 6.063 0.067
H14 -1.956 4.845 -3.651
H15 -4.164 3.616 -2.892
H16 -0.162 2.439 -0.472
H17 0.950 3.175 2.768
H18 -0.740 3.679 2.711
H19 -0.236 2.190 1.903
H20 0.533 6.043 0.501
C12 9.599 2.383 -2.175
C13 8.623 1.608 -3.054
C14 7.149 1.919 -2.770
O8 6.636 1.332 -1.588
C15 6.893 2.039 -0.392
N3 8.930 0.180 -2.962
H21 9.649 1.963 -1.170
H22 10.602 2.329 -2.598
H23 9.316 3.434 -2.096
H24 8.799 1.910 -4.091
H25 6.549 1.504 -3.583
H26 6.978 3.005 -2.753
H27 6.876 3.121 -0.562
H28 7.847 1.761 0.062
H29 6.098 1.779 0.307
H30 8.376 -0.337 -3.638
H31 8.619 -0.157 -2.054
C16 -0.768 -2.943 -0.789
C17 -0.576 -4.301 -0.125
C18 0.113 -5.333 -1.024
O9 -0.706 -5.895 -2.029
C19 -0.843 -5.123 -3.206
N4 -1.863 -4.771 0.394
H32 -1.594 -2.951 -1.501
H33 -0.998 -2.185 -0.042
H34 0.133 -2.629 -1.318
H35 0.088 -4.158 0.734
H36 0.421 -6.177 -0.399
H37 1.022 -4.906 -1.471
H38 0.084 -4.588 -3.438
H39 -1.657 -4.398 -3.133
H40 -1.065 -5.811 -4.021
H41 -1.726 -5.616 0.942
H42 -2.430 -5.066 -0.397
C20 -6.684 -5.485 1.556
C21 -5.267 -5.505 2.121
C22 -5.031 -6.596 3.172
O10 -5.586 -6.328 4.445
C23 -6.954 -6.648 4.595
N5 -4.932 -4.165 2.602
H43 -7.385 -5.033 2.258
H44 -6.710 -4.891 0.643
H45 -7.034 -6.492 1.320
H46 -4.583 -5.728 1.295
H47 -3.954 -6.679 3.340
H48 -5.384 -7.570 2.806
H49 -7.216 -7.542 4.021
H50 -7.606 -5.827 4.286
H51 -7.127 -6.846 5.652
H52 -3.947 -4.120 2.845
H53 -5.433 -4.007 3.472
C24 4.327 -4.081 -0.679
C25 5.559 -4.940 -0.948
C26 5.243 -6.311 -1.560
O11 4.721 -7.262 -0.653
C27 3.335 -7.156 -0.399
N6 6.352 -5.034 0.279
H54 3.796 -4.415 0.213
H55 4.623 -3.046 -0.511
H56 3.632 -4.106 -1.521
H57 6.171 -4.415 -1.689
H58 6.175 -6.746 -1.929
H59 4.566 -6.201 -2.419
H60 2.795 -6.823 -1.291
H61 3.124 -6.465 0.422
H62 2.973 -8.144 -0.116
H63 7.237 -5.491 0.082
H64 5.871 -5.659 0.920
C28 -7.740 5.058 3.913
C29 -6.236 5.251 4.076
C30 -5.606 6.170 3.024
O12 -5.442 5.579 1.745
C31 -6.592 5.580 0.913
N7 -5.594 3.938 4.145
H65 -7.967 4.367 3.101
H66 -8.161 4.635 4.824
H67 -8.244 6.005 3.709
H68 -6.067 5.743 5.039
H69 -4.596 6.424 3.354
H70 -6.170 7.107 2.933
H71 -7.186 6.486 1.065
H72 -7.221 4.705 1.087
H73 -6.248 5.548 -0.121
H74 -4.613 4.042 4.387
H75 -5.598 3.525 3.216

Summary:
multiplicity: 1
structure (SMILES): CCC[C@]1(C(=O)NC(=O)F)C(=O)N[C@@](P(C)O)(P(O)O)[C@@H]1B(C)O.COC[C@@H](C)N.COC[C@@H](C)N.COC[C@@H](C)N.COC[C@@H](C)N.COC[C@@H](C)N
Kohn-Sham gap: 8.44 eV
energy above the lowest of the compared OMol25 structures with the same formula, charge and spin: 0.000 eV
E_tot: -3319.798214 Eh